Record 1
11 unconnected molecules or ions with the total composition C51H70BF10N2O36 in a non-equilibrium geometry, computed with wB97M-V/def2-TZVPD.

ORCA input file:
```
! RIJCOSX wB97M-V def2-TZVPD def2/J DEFGRID3
* xyz -1 1
C -2.40738 -5.02860 0.63129
C -2.64204 -3.94090 1.35046
C -2.29392 -2.62335 0.73801
O -1.77175 -2.58755 -0.30844
O -2.66250 -1.49824 1.39875
C -1.51851 -0.69267 1.81770
C -1.14409 0.37012 0.79992
C -1.78711 1.74486 1.05524
C -0.97817 2.82529 0.31138
C -0.89478 2.60582 -1.21750
C 0.44687 3.23207 -1.70560
C 1.66631 2.31515 -1.50244
O 2.71794 3.24861 -1.28193
B 3.90266 2.35845 -1.37238
C 5.38891 2.99299 -1.27374
C 5.73085 4.05603 -2.35724
C 6.95805 3.59275 -3.15806
N 8.12193 3.40072 -2.24944
O 3.57499 1.59820 -2.59718
C 2.13926 1.38362 -2.69444
C 1.85314 1.85739 -4.14424
C 1.56832 0.74997 -5.17728
C 2.85959 0.03255 -5.66540
C 2.70293 -1.51124 -5.62278
C 2.57052 -2.14910 -7.01170
N 2.57751 -3.62674 -6.91640
C 2.07192 -0.17471 -2.51405
C 2.20354 -0.64941 -1.08822
O 1.23875 -1.04227 -0.50407
O 3.39751 -0.68965 -0.48784
H -1.45988 -5.14129 0.11772
H -3.13819 -5.82592 0.55179
H -3.09416 -4.00544 2.33605
H -0.67377 -1.38854 1.87698
H -1.64960 -0.29184 2.82558
H -0.06148 0.51172 0.84222
H -1.33422 -0.00164 -0.20137
H -2.82653 1.80979 0.72606
H -1.67847 1.95373 2.12761
H -1.37947 3.83051 0.48718
H 0.05146 2.85789 0.68545
H -1.69713 3.20280 -1.66916
H -0.94346 1.55967 -1.52119
H 0.33785 3.63398 -2.71381
H 0.61694 4.09372 -1.05810
H 1.54653 1.86304 -0.50281
H 3.80521 1.71105 -0.31191
H 6.08693 2.14887 -1.27215
H 5.47494 3.45619 -0.28856
H 6.05083 4.96337 -1.82777
H 4.87901 4.32692 -2.98497
H 7.24367 4.27329 -3.96672
H 6.70224 2.60457 -3.56100
H 8.31937 2.41599 -2.15048
H 8.94839 3.85531 -2.61618
H 1.02472 2.57063 -4.20613
H 2.72953 2.39726 -4.49292
H 1.15514 1.25499 -6.06224
H 0.78795 0.05020 -4.87723
H 3.17277 0.37323 -6.65034
H 3.63717 0.26611 -4.94085
H 3.53344 -1.96894 -5.07764
H 1.80271 -1.79993 -5.07171
H 1.60372 -1.90342 -7.46268
H 3.33641 -1.80211 -7.70629
H 1.79672 -3.90979 -6.33264
H 3.40177 -3.89036 -6.38264
H 2.94284 -0.55386 -3.04453
H 1.14505 -0.60270 -2.89065
H 3.26635 -0.39677 0.42356
C 1.33340 -2.59962 4.53374
C 0.64364 -3.12998 5.76494
O 0.56975 -1.98952 6.60962
C 0.52379 -0.91546 5.77494
O 0.19846 0.18141 6.09439
O 0.87919 -1.24461 4.52014
F 1.38215 -4.08593 6.38428
H 2.42183 -2.61785 4.60782
H 1.03431 -3.12970 3.63207
H -0.36257 -3.50635 5.57609
C 8.51668 -0.17774 -3.94795
C 9.08515 0.15321 -5.30309
O 8.10078 -0.35083 -6.18516
C 6.90773 -0.28336 -5.51215
O 5.84220 -0.36799 -6.01790
O 7.11291 -0.09402 -4.18495
F 10.25600 -0.49993 -5.52875
H 8.77349 -1.19005 -3.63020
H 8.82544 0.52486 -3.17733
H 9.22545 1.22026 -5.48523
C -5.27752 -1.91062 4.08220
C -4.66735 -0.54009 3.95057
O -3.76019 -0.50298 5.04590
C -3.37529 -1.78524 5.27199
O -2.43277 -2.10386 5.92432
O -4.19694 -2.66434 4.64699
F -5.59397 0.43403 4.11345
H -6.12649 -1.92292 4.76775
H -5.58808 -2.32750 3.12742
H -4.12289 -0.37413 3.01883
C -5.49165 -0.12262 -1.69903
C -6.01955 0.87219 -0.70062
O -5.00475 1.85716 -0.67971
C -4.41844 1.84026 -1.91756
O -3.71545 2.69102 -2.34017
O -4.75377 0.71047 -2.59875
F -6.13157 0.32705 0.53834
H -4.81756 -0.85007 -1.24184
H -6.28465 -0.65448 -2.22154
H -6.96924 1.33321 -0.97893
C -0.03870 2.29414 8.40493
C -0.75323 1.80746 9.63564
O -0.82774 2.97590 10.43609
C -0.85508 4.03739 9.57396
O -1.17656 5.13756 9.87638
O -0.47599 3.65963 8.32819
F -0.03270 0.86788 10.29670
H 1.04649 2.26651 8.51723
H -0.31383 1.74124 7.51271
H -1.76023 1.42701 9.45353
C -4.96966 -0.35339 -6.09189
C -4.73189 -1.75310 -6.59339
O -5.18002 -2.55163 -5.51014
C -6.14657 -1.83127 -4.87438
O -6.91528 -2.28520 -4.09282
O -6.12014 -0.52766 -5.25470
F -3.41384 -1.99423 -6.79981
H -4.13824 0.02189 -5.49264
H -5.17248 0.35186 -6.89419
H -5.29059 -2.01136 -7.48857
C 2.84794 2.26836 5.50724
C 3.68177 2.77748 6.64926
O 5.00203 2.53216 6.20603
C 4.96839 2.59625 4.83574
O 5.92629 2.70051 4.15029
O 3.68955 2.52796 4.38061
F 3.45834 2.05951 7.78988
H 2.65862 1.19492 5.57900
H 1.90749 2.78190 5.41640
H 3.55930 3.83749 6.86029
C -5.01471 -5.76351 8.45841
C -4.24170 -5.55571 7.18315
O -5.12432 -6.05844 6.19608
C -6.38935 -5.87785 6.67885
O -7.37363 -5.93659 6.02383
O -6.36587 -5.61220 8.01342
F -3.10220 -6.28939 7.16814
H -4.87414 -6.76565 8.86671
H -4.77004 -5.03177 9.22472
H -4.00690 -4.51191 6.96368
C -1.01026 4.94504 3.75574
C -0.41671 6.32059 3.59683
O 0.47162 6.40388 4.70093
C 0.87045 5.13186 4.97042
O 1.80583 4.84097 5.64260
O 0.06904 4.22709 4.35832
F -1.35950 7.28754 3.71510
H -1.86977 4.94225 4.42822
H -1.29919 4.49582 2.80762
H 0.14057 6.46860 2.67038
C -3.45049 -4.70002 -9.06804
C -4.73465 -4.14159 -9.62565
O -4.60450 -4.37854 -11.01116
C -3.81387 -5.48978 -11.14426
O -3.71094 -6.12322 -12.13714
O -3.17387 -5.76791 -9.97825
F -4.82895 -2.80026 -9.41369
H -2.63748 -3.97304 -9.09891
H -3.55561 -5.06929 -8.05043
H -5.63852 -4.62989 -9.25609
*
```

Calculated total energy: -158565.33729 eV
Largest force on an atom: 2.96 eV/Å
Kohn-Sham gap: 0.198 Eh
E_HOMO: -4.3 eV
Energy relative to the best compared isomer or geometry (same formula, charge and spin): 27.3 kcal per mole

Record 2
A molecular structure, C32H58AsCuN5OPSi2, computed with wB97M-V/def2-TZVPD.

ORCA input file:
```
! RIJCOSX wB97M-V def2-TZVPD def2/J DEFGRID3
* xyz -1 2
Cu -0.56855 -0.14017 -0.41282
C 4.91316 1.72378 -0.30349
N 5.43296 0.33002 -0.59880
C 5.69348 -0.37014 0.72689
N 4.66181 -0.24619 1.68963
C 4.33682 1.14807 1.90566
N 3.88912 1.78894 0.67853
C 2.52722 1.38017 0.28684
P 2.01117 -0.43066 0.44593
C 4.44980 -0.42709 -1.40616
C 3.44274 -1.06028 1.54372
H 4.57332 2.12915 -1.25468
H 5.77987 2.29164 0.05702
H 6.36884 0.47693 -1.01044
H 6.60442 0.09546 1.12438
H 5.88276 -1.41380 0.48482
H 5.22608 1.67402 2.27170
H 3.55376 1.21395 2.65987
H 2.38820 1.65926 -0.75904
H 1.84086 1.98073 0.88512
H 4.29038 0.11531 -2.34282
H 4.86474 -1.41932 -1.60424
H 3.72413 -2.04849 1.17604
H 3.04189 -1.19197 2.55042
C -4.97336 -3.85934 -0.78908
Si -3.76226 -2.55027 -1.41713
C -3.27803 -3.10310 -3.16094
C -4.78531 -0.97333 -1.65038
As -2.07342 -2.15663 0.12161
Si -0.66104 -3.89106 -0.49723
C 0.28833 -3.65807 -2.10617
C 0.63795 -4.10737 0.85367
C -1.57884 -5.54292 -0.62119
H -5.81660 -3.96178 -1.48053
H -5.36300 -3.58141 0.19291
H -4.48867 -4.83284 -0.69233
H -4.17410 -3.28871 -3.76320
H -2.69339 -4.02517 -3.14117
H -2.67962 -2.34160 -3.66436
H -5.75959 -1.20895 -2.08955
H -4.26522 -0.28276 -2.32078
H -4.96396 -0.46589 -0.69938
H 1.07492 -2.91389 -1.94997
H -0.34834 -3.30800 -2.92000
H 0.76079 -4.59809 -2.41203
H 1.12351 -3.15335 1.07057
H 1.41411 -4.80927 0.53155
H 0.19290 -4.48655 1.77725
H -2.20019 -5.59159 -1.51838
H -2.22298 -5.69815 0.24699
H -0.86072 -6.36843 -0.66760
C -1.32185 0.03487 3.07944
C 0.18538 0.20002 2.81561
C 0.47847 1.69446 2.95260
C 0.49597 -0.37703 1.41183
C 0.93858 -0.60664 3.87887
C 0.73137 -1.98844 3.96078
C 1.43915 -2.77367 4.85228
C 2.38015 -2.20175 5.70388
C 2.57836 -0.83366 5.65858
C 1.85786 -0.04684 4.76258
H -1.88377 0.66218 2.38296
H -1.56962 0.33014 4.10494
H -1.65008 -0.99034 2.91393
H -0.03004 2.22929 2.15062
H 1.54134 1.93377 2.90447
H 0.09462 2.07518 3.90460
H 0.19057 -1.42532 1.43473
H 0.02045 -2.45983 3.29251
H 1.26509 -3.84290 4.87728
H 2.94448 -2.81821 6.39269
H 3.29994 -0.36632 6.31880
H 2.03756 1.02009 4.75908
N 0.83789 5.39247 0.06874
C -0.50165 5.56009 -0.11182
O -0.99179 6.66276 -0.27684
C -1.33095 4.31989 -0.12168
C -2.71552 4.43233 -0.05868
C -3.48412 3.28540 -0.04637
C -2.84523 2.05188 -0.09512
N -1.52428 1.93869 -0.16232
C -0.79122 3.04508 -0.18626
H 1.38708 6.22800 0.16983
H 1.22743 4.52802 0.40251
H -3.15531 5.42055 -0.02175
H -4.56356 3.33185 0.00201
H -3.39837 1.11954 -0.08896
H 0.27630 2.88367 -0.27570
C -1.32185 0.90757 -4.64333
C -0.86841 1.13698 -3.19762
C 0.50958 1.79285 -3.19256
C -0.86742 -0.16158 -2.39471
H -1.31972 1.83568 -5.22673
H -2.33128 0.49008 -4.66952
H -0.65549 0.19317 -5.13605
H -1.57821 1.84860 -2.75297
H 1.23773 1.14354 -3.68838
H 0.86318 1.94098 -2.17053
H 0.50664 2.76102 -3.70335
H -0.05209 -0.80186 -2.75914
H -1.79439 -0.70718 -2.58357
*
```

Calculated total energy: -174145.23172 eV
Expectation value of S²: 0.759
Largest force on an atom: 0.27 eV/Å
Kohn-Sham gap (spin up / spin down): 0.194 / 0.211 Eh
E_HOMO (spin up / spin down): -3.1 / -3.5 eV
Energy relative to the best compared isomer or geometry (same formula, charge and spin): 37.0 kcal per mole